A molecular structure, C8H10N2Ni at a distorted geometry, computed with the ωB97M-V functional and the def2-TZVPD basis.

Computed properties:
total charge	-2
energy above the lowest of the compared OMol25 structures with the same formula, charge and spin	155.71	kJ/mol
<S²>	2.0420
lowest unoccupied orbital energy (spin up / spin down)	6.735 / 6.621	eV
gap between HOMO and LUMO (spin up / spin down)	3.86 / 3.91	eV
2S+1	3

```
21
C8H10N2Ni the ωB97M-V functional and the def2-TZVPD basis
H 1.69064 0.61477 -1.96198
C 0.32378 -0.17136 2.09375
H -2.28087 1.63655 -0.44254
N -1.64896 -0.90327 0.80567
C -0.25664 -1.87959 0.05453
C 1.13241 -1.48068 0.00685
C 1.04756 1.61000 -0.06752
H 1.69858 -1.72284 0.90036
C -0.51169 0.84098 -1.58984
H -2.28713 -1.05334 -0.01208
H 1.64418 -1.61277 -0.94123
H 1.99074 1.92536 0.36766
Ni -0.10536 -0.05402 0.19861
H -0.64816 -2.19608 -0.91134
C -0.24613 1.93018 0.43665
C -1.21621 1.46236 -0.50270
H -0.96337 0.43635 -2.48697
C 0.88609 0.93592 -1.31189
H -0.26845 -2.67863 0.78396
H -0.45987 2.52276 1.31822
N 0.47887 -0.16268 3.26182
```


C8H10N2O in the gas phase at a distorted geometry, computed with the ωB97M-V functional and the def2-TZVPD basis.

Computed properties:
energy above the lowest of the compared OMol25 structures with the same formula, charge and spin	407.48	kJ/mol
lowest unoccupied orbital energy	0.875	eV
gap between HOMO and LUMO	8.75	eV
2S+1	1
SMILES	CC(C)c1cnn2ccoc12

```
21
C8H10N2O the ωB97M-V functional and the def2-TZVPD basis
H 2.56605 0.62541 -1.54882
C -3.49245 0.30392 -0.06043
H 2.40954 -0.45099 2.13530
C -0.24671 1.46100 -0.18166
H 3.44951 -0.05764 0.77331
H -4.39706 0.86961 -0.05356
C 0.10271 0.15056 0.00527
H 0.36079 2.42972 0.00498
H 1.80204 -0.79961 -2.14422
H 3.14305 -0.97223 -1.04025
H 2.27576 1.15030 1.47395
O -2.25128 -1.53513 0.26054
H -4.33272 -1.73912 0.21877
N -1.53200 1.74605 -0.15002
C -3.51049 -1.02322 0.19315
C 2.21883 -0.38670 -1.24903
C 2.39436 0.04939 1.16286
C -1.46690 -0.46088 0.08143
N -2.20378 0.65077 -0.10700
C 1.43014 -0.48247 0.08776
H 1.28062 -1.52872 0.13768
```


A molecular structure, C8H10N2O at a distorted geometry, computed with the ωB97M-V functional and the def2-TZVPD basis.

Computed properties:
energy above the lowest of the compared OMol25 structures with the same formula, charge and spin	847.58	kJ/mol
lowest unoccupied orbital energy (spin up / spin down)	-0.614 / -1.681	eV
gap between HOMO and LUMO (spin up / spin down)	8.16 / 6.80	eV
2S+1	1

```
21
C8H10N2O the ωB97M-V functional and the def2-TZVPD basis
H 4.74541 -0.06441 0.38584
H -4.27622 2.46453 -1.11969
O 2.74387 0.40676 -1.26503
N -1.02651 -1.83658 0.16586
C 2.95920 -0.68895 -0.44262
C -2.78774 0.98484 -0.88098
C -2.24034 -2.22462 0.56124
H -2.20337 1.26364 -1.72608
N -2.32746 -0.17143 -0.22754
C 1.95269 0.30529 -0.17823
H 4.09217 -1.39226 1.32556
C -3.88253 1.54206 -0.56523
C -1.05841 -0.64398 -0.27875
H 2.67012 -1.64031 -0.98774
H 4.74526 -1.70498 -0.25436
C 4.20826 -0.96062 0.33040
H 0.63168 0.05282 -0.36337
C -3.12446 -1.16369 0.30706
H -2.48398 -3.27853 0.91829
H -4.54613 0.98467 0.04967
H -4.06219 -1.13624 0.82710
```


A molecular structure, C8H10N2O2 at a distorted geometry, computed with the ωB97M-V functional and the def2-TZVPD basis.

Computed properties:
energy above the lowest of the compared OMol25 structures with the same formula, charge and spin	431.76	kJ/mol
lowest unoccupied orbital energy	0.427	eV
gap between HOMO and LUMO	7.64	eV
2S+1	1

```
22
C8H10N2O2 the ωB97M-V functional and the def2-TZVPD basis
C 0.00116 -1.83458 -0.97985
C 0.24199 2.62727 0.75935
O 2.06699 0.95723 0.86885
N -0.12375 0.46549 0.51497
H -3.17140 0.87961 0.22174
H 1.39273 -1.27559 0.82821
H -0.02882 -2.91679 -0.74815
N -1.34331 -2.13803 2.18872
O -2.45904 0.33592 0.03894
C 0.38639 -1.34183 0.43554
H 1.18118 -2.27530 -2.75272
C -1.13353 2.41306 0.52557
C -1.34447 1.06742 0.29579
H -2.02325 3.04648 0.68755
H 0.69805 3.46932 1.05131
H -1.12092 -1.41980 -1.17596
C -0.51884 -1.82803 1.44675
H 1.95313 -1.38694 -1.25084
C 0.85575 1.44808 0.72806
C 1.01908 -1.46168 -1.97025
H 0.87165 -0.57662 -2.56327
H 2.59927 1.74533 0.84971
```


2 unconnected molecules or ions with the total composition C8H10N2O2 at a distorted geometry, computed with the ωB97M-V functional and the def2-TZVPD basis.

Computed properties:
energy above the lowest of the compared OMol25 structures with the same formula, charge and spin	575.60	kJ/mol
lowest unoccupied orbital energy	-0.346	eV
gap between HOMO and LUMO	9.44	eV
2S+1	1

```
22
C8H10N2O2 the ωB97M-V functional and the def2-TZVPD basis
H -0.28523 2.01032 0.67134
C -1.90668 -0.20798 1.48039
H -3.03055 -0.16983 1.18576
H -1.79038 0.56345 2.17036
H 2.80980 -1.86184 -1.84753
C 1.30341 0.08722 0.93787
H 3.23435 -0.10663 1.82486
H -0.60465 2.19200 -1.09892
N -1.73116 -0.22553 -1.33717
H -1.42673 -1.13156 1.54871
H 0.60528 -1.24473 -1.99049
C 2.42168 -1.30652 -1.11796
C 1.10270 -0.96575 -1.16335
C 2.65777 -0.32188 0.94798
C -0.90852 0.34994 -0.26154
O -2.50088 0.47075 -1.89925
C -0.98511 1.82225 -0.11960
C 0.50667 -0.21566 -0.13324
O -1.59549 -1.42447 -1.59011
H 0.91676 0.64607 1.75555
H -1.99806 2.01227 0.11983
N 3.20503 -0.97188 -0.08349
```


A molecular structure, C8H10N2O4STi at a distorted geometry, computed with the ωB97M-V functional and the def2-TZVPD basis.

Computed properties:
total charge	+3
<S²>	0.7921
lowest unoccupied orbital energy (spin up / spin down)	-15.605 / -15.628	eV
gap between HOMO and LUMO (spin up / spin down)	4.90 / 4.88	eV
2S+1	2

```
26
C8H10N2O4STi the ωB97M-V functional and the def2-TZVPD basis
H -2.13702 -0.84167 2.91768
N 1.13978 0.01353 1.39292
C 0.02816 0.73833 -3.75167
H -0.00901 -0.49425 3.90830
H 0.02057 -2.08447 -1.27628
H 0.01003 -2.62502 -1.82236
C -1.38392 0.80625 -2.39090
O 0.02328 -0.20165 -4.46399
H 2.09192 -0.94778 2.90402
H 1.97364 0.31078 0.90562
O 2.22455 -0.06879 -2.33135
C -1.27457 -1.05318 2.29630
C 0.00724 0.63345 1.03722
H -0.05857 -2.16119 3.65374
C 1.21287 -1.11723 2.29196
H -1.45469 -1.98650 1.77217
O 0.04959 4.88368 -3.94926
C 1.43576 0.80015 -2.41509
N -1.15341 0.07627 1.39513
S 0.03953 2.15554 0.10646
H 1.33971 -2.06398 1.77734
O -2.18355 -0.06093 -2.30889
C -0.03292 -1.22001 3.11620
H -1.97650 0.40295 0.90189
Ti 0.02822 2.23494 -2.28664
C 0.03931 3.87078 -3.38051
```


C8H10N2OS in the gas phase at a distorted geometry, computed with the ωB97M-V functional and the def2-TZVPD basis.

Computed properties:
energy above the lowest of the compared OMol25 structures with the same formula, charge and spin	240.19	kJ/mol
lowest unoccupied orbital energy	-0.048	eV
gap between HOMO and LUMO	7.93	eV
2S+1	1
SMILES	CN[C@@H]1Nc2ccccc2SO1

```
22
C8H10N2OS the ωB97M-V functional and the def2-TZVPD basis
C 1.11533 -0.10939 -0.27278
H -3.79246 0.43448 0.13848
N -0.04512 -0.42581 -1.02427
C 2.97493 1.25612 0.49579
C 3.71047 0.10555 0.67770
H 4.71577 0.35962 1.23450
C 3.20480 -1.13308 0.36771
O -0.87254 1.68405 -0.37513
H -2.89235 1.46935 1.47258
C 1.92008 -1.23864 -0.09654
S 0.75551 2.57675 -0.59221
H -0.28319 -1.45147 -1.22295
H -3.39483 -0.21758 1.81357
C 1.70394 1.16916 -0.12207
C -3.00939 0.45340 1.03182
H -1.04633 0.00583 1.26933
H -1.97783 0.31450 -1.34981
H 1.38661 -2.12789 -0.35375
C -1.27990 0.28373 -0.61598
H 3.51285 2.25966 0.70724
N -1.78922 -0.20990 0.55785
H 3.75097 -2.07740 0.49054
```


A molecular structure, C8H10N2PdS at a distorted geometry, computed with the ωB97M-V functional and the def2-TZVPD basis.

Computed properties:
energy above the lowest of the compared OMol25 structures with the same formula, charge and spin	61.50	kJ/mol
<S²>	6.0426
lowest unoccupied orbital energy (spin up / spin down)	0.731 / -3.468	eV
gap between HOMO and LUMO (spin up / spin down)	7.01 / 4.87	eV
2S+1	5

```
22
C8H10N2PdS the ωB97M-V functional and the def2-TZVPD basis
H 0.20329 2.79424 0.88081
S 0.84311 -0.33139 2.79583
C 0.17236 2.15927 -0.01331
C 0.22378 -0.40947 -2.02134
H -1.78454 1.75965 0.87055
H -2.01260 -0.15903 -1.96924
C -1.12661 -0.68272 -1.62296
C 0.26872 -2.06870 -0.39153
C 1.09195 -1.25744 -1.24916
C -1.10178 -1.69580 -0.60825
C -1.21769 1.66810 -0.05192
N 1.59094 1.27856 0.27247
Pd 0.00677 0.11652 0.22385
H 0.53083 0.30493 -2.78358
N 0.32783 -1.75626 5.18688
H 0.63078 -2.77541 0.35130
H 0.37494 2.68223 -0.95862
H 1.97438 1.21779 -0.69320
H 2.17610 -1.29615 -1.30947
C 0.50579 -1.17833 4.16395
H -1.71529 1.69337 -1.01546
H -1.96305 -2.06394 -0.05760
```


C8H10N2Si in the gas phase at a distorted geometry, computed with the ωB97M-V functional and the def2-TZVPD basis.

Computed properties:
energy above the lowest of the compared OMol25 structures with the same formula, charge and spin	0.00	kJ/mol
lowest unoccupied orbital energy	0.821	eV
gap between HOMO and LUMO	9.08	eV
2S+1	1
SMILES	c1ccn([SiH2]n2cccc2)c1

```
21
C8H10N2Si the ωB97M-V functional and the def2-TZVPD basis
C -3.03021 -0.42695 1.06825
C 1.42233 -0.04382 -2.74383
C -2.19628 0.61033 0.76885
C 2.48502 -0.20798 -0.78685
C 2.58251 -0.54387 -2.09846
H 0.44849 2.57964 0.73234
H -0.16495 -1.24356 2.44035
H 1.18640 -0.14508 -3.78510
Si 0.73756 1.16251 0.90980
H -0.27242 1.06895 -1.87055
C -2.27735 -1.36080 1.81759
N -0.96761 0.37261 1.31198
C -1.02330 -0.84452 1.93828
H -4.06278 -0.52283 0.79482
H 3.38053 -1.08657 -2.56614
C 0.67493 0.57409 -1.79357
H -2.38890 1.51000 0.21711
H -2.61997 -2.29772 2.20467
N 1.31264 0.48040 -0.57848
H 1.62394 0.76422 1.98660
H 3.14943 -0.39905 0.03236
```


2 unconnected molecules or ions with the total composition C8H10N3 at a distorted geometry, computed with the ωB97M-V functional and the def2-TZVPD basis.

Computed properties:
total charge	+1
energy above the lowest of the compared OMol25 structures with the same formula, charge and spin	253.51	kJ/mol
lowest unoccupied orbital energy (spin up / spin down)	-5.233 / -5.234	eV
gap between HOMO and LUMO (spin up / spin down)	7.80 / 7.80	eV
2S+1	1

```
21
C8H10N3 the ωB97M-V functional and the def2-TZVPD basis
N -3.46725 2.61451 2.53569
H 0.69405 2.19049 0.10919
C -0.35376 -2.74289 -1.60295
H 0.31472 1.19234 3.76023
H -0.00357 -3.43190 -0.94055
H 0.13684 -2.89045 -2.63317
C -0.16714 0.28886 0.64688
H -1.41756 -2.89771 -1.77323
C -0.50116 -1.00459 0.18110
C -0.14152 -1.36863 -1.09432
H 0.92617 1.66698 -2.35389
C 0.36194 1.27139 -0.29757
H 1.11426 2.11195 2.52887
C 0.55937 -0.44868 -1.88008
N -2.35132 2.51002 2.48364
N 0.34437 1.63510 2.86020
H -0.67161 2.13204 2.79596
H -1.02718 -1.80658 0.68998
H 0.96500 -0.73200 -2.88412
C -0.35620 0.51917 2.06670
C 0.53273 0.90844 -1.58656
```


Per-record E_tot, a.u.: -1928.30350; -495.45839; -495.29076; -570.69985; -570.64506; -1967.65680; -893.68378; -946.08660; -709.86112; -474.73107